{
  "formula": "H2N2O3Si",
  "method": "the ωB97M-V functional and the def2-TZVPD basis",
  "homo_energy_ev": [-11.00, -11.00],
  "lumo_ev": [-1.70, -1.70],
  "gap_ev": [9.30, 9.30],
  "e_above_lowest_ev": 3.334,
  "spin_multiplicity": 1,
  "species": ["N", "N", "O", "O", "O", "Si", "H", "H"],
  "positions_angstrom": [[-0.34335, 0.17003, -0.22826], [-1.53117, 0.10458, 0.16005], [0.55068, -1.62646, -0.12640], [-1.66776, 1.38871, 0.01493], [-2.39738, -0.60812, 0.48763], [1.43678, -0.34482, -0.13874], [2.08842, 0.58906, -1.24835], [1.86380, 0.32703, 1.07913]]
}

---

{
  "formula": "H2N2O3Si",
  "method": "the ωB97M-V functional and the def2-TZVPD basis",
  "homo_energy_ev": [-8.65, -11.27],
  "lumo_ev": [-0.76, -2.12],
  "gap_ev": [7.89, 9.15],
  "e_above_lowest_ev": 1.067,
  "spin_multiplicity": 3,
  "species": ["N", "N", "O", "O", "O", "Si", "H", "H"],
  "positions_angstrom": [[1.76607, -1.58142, 0.26595], [-1.17454, -1.43271, -0.03760], [1.41337, -2.44178, -0.41058], [-1.08462, -2.09841, -1.04852], [-1.78907, -1.77730, 0.96643], [-0.14946, 0.03176, 0.23323], [0.85988, 0.70864, -0.74385], [-0.93411, 1.01979, 0.93364]]
}

---

{
  "formula": "H2N2O4P",
  "method": "the ωB97M-V functional and the def2-TZVPD basis",
  "homo_energy_ev": -4.78,
  "lumo_ev": 3.84,
  "gap_ev": 8.61,
  "e_above_lowest_ev": 3.234,
  "total_charge": -1,
  "spin_multiplicity": 1,
  "smiles": "N[P@](=O)([O-])[N+](=O)[O-]",
  "species": ["N", "P", "O", "O", "N", "O", "O", "H", "H"],
  "positions_angstrom": [[-1.08954, -0.91992, 0.55991], [-0.46228, 0.22400, -0.65781], [-1.00228, 1.56081, -0.80138], [-0.08570, -0.81395, -2.19239], [1.07759, 0.61186, 0.25021], [1.19597, 0.43630, 1.43812], [1.90978, 1.32398, -0.35903], [-0.56632, -0.53604, 1.37372], [-0.97722, -1.88704, 0.38864]]
}

---

{
  "formula": "H2N2O4S",
  "method": "the ωB97M-V functional and the def2-TZVPD basis",
  "homo_energy_ev": [-9.66, -8.59],
  "lumo_ev": [-0.53, -1.89],
  "gap_ev": [9.13, 6.70],
  "e_above_lowest_ev": 6.047,
  "spin_multiplicity": 1,
  "species": ["N", "N", "O", "O", "O", "O", "S", "H", "H"],
  "positions_angstrom": [[2.76372, -0.40989, 0.21679], [0.68861, -0.91322, 0.92646], [2.70954, 0.14311, -0.77761], [-0.43612, 1.48685, -1.25758], [-1.70383, -0.76962, 1.38033], [-1.05810, 0.32666, -0.73169], [-0.39404, 0.12097, 0.91858], [-1.04897, 1.72583, -1.96810], [-1.52081, -1.71068, 1.29281]]
}

---

{
  "formula": "H2N2O4S",
  "method": "the ωB97M-V functional and the def2-TZVPD basis",
  "homo_energy_ev": -11.40,
  "lumo_ev": -1.46,
  "gap_ev": 9.94,
  "e_above_lowest_ev": 2.210,
  "spin_multiplicity": 1,
  "smiles": "NS(=O)(=O)[N+](=O)[O-]",
  "species": ["N", "S", "O", "O", "N", "O", "O", "H", "H"],
  "positions_angstrom": [[-0.41105, 0.30787, -1.18907], [-1.52290, 0.86657, -0.05150], [-0.88918, 1.12608, 1.24883], [-2.44912, 1.84439, -0.53550], [-2.42093, -0.77817, 0.02975], [-2.21529, -1.50376, 0.97263], [-2.85232, -0.92509, -1.23611], [0.49043, 0.80652, -1.03450], [-0.74519, 0.39337, -2.19383]]
}

---

{
  "formula": "H2N2O4S",
  "method": "the ωB97M-V functional and the def2-TZVPD basis",
  "homo_energy_ev": [-6.88, -10.96],
  "lumo_ev": [0.15, -4.04],
  "gap_ev": [7.03, 6.92],
  "e_above_lowest_ev": 3.386,
  "spin_multiplicity": 3,
  "species": ["N", "N", "O", "O", "O", "O", "S", "H", "H"],
  "positions_angstrom": [[-2.02205, -0.17690, -0.08617], [1.87773, -0.43114, 0.21799], [-2.88070, -0.43573, -0.82338], [-0.81254, 0.16785, -0.68692], [1.15467, 1.93801, -0.18621], [-2.04427, -0.00615, 1.11639], [0.63427, 0.77063, 0.44481], [1.47966, -1.45628, 0.38096], [2.61323, -0.37030, -0.37747]]
}

---

{
  "formula": "H2N2O6S2",
  "method": "the ωB97M-V functional and the def2-TZVPD basis",
  "homo_energy_ev": -0.61,
  "lumo_ev": 6.49,
  "gap_ev": 7.11,
  "e_above_lowest_ev": 1.504,
  "total_charge": -2,
  "spin_multiplicity": 1,
  "smiles": "N=[S@@](=O)([O-])O[S@](=O)([O-])=NO",
  "species": ["N", "S", "O", "O", "O", "S", "O", "O", "N", "O", "H", "H"],
  "positions_angstrom": [[-0.41405, -1.25594, 1.90620], [0.78383, -0.62132, 1.18679], [1.91410, -0.48062, 2.12165], [1.25770, -1.43992, 0.01102], [0.35910, 0.86852, 0.64172], [-0.39175, 1.36150, -0.74284], [0.67183, 1.80849, -1.65473], [-1.33833, 2.47903, -0.33040], [-1.34960, 0.27578, -1.28192], [-0.49886, -0.78491, -1.81865], [-1.10230, -1.32621, 1.04738], [0.10834, -0.88442, -1.08622]]
}

---

{
  "formula": "H2N2S",
  "method": "the ωB97M-V functional and the def2-TZVPD basis",
  "homo_energy_ev": [-9.18, -9.15],
  "lumo_ev": [-0.69, -0.51],
  "gap_ev": [8.48, 8.64],
  "e_above_lowest_ev": 2.979,
  "spin_multiplicity": 1,
  "species": ["N", "N", "S", "H", "H"],
  "positions_angstrom": [[0.19418, -0.68457, 0.11548], [-0.30331, 0.54591, 0.29862], [1.18860, 0.50900, -0.60500], [-1.05064, -1.24975, -0.97713], [-0.02884, 0.87942, 1.16803]]
}

---

{
  "formula": "H2N3O2",
  "method": "the ωB97M-V functional and the def2-TZVPD basis",
  "homo_energy_ev": -2.76,
  "lumo_ev": 4.74,
  "gap_ev": 7.49,
  "e_above_lowest_ev": 3.153,
  "total_charge": -1,
  "spin_multiplicity": 1,
  "species": ["N", "N", "N", "O", "O", "H", "H"],
  "positions_angstrom": [[-0.85983, -1.30326, 0.01368], [0.17419, -0.67614, 0.01165], [-2.39142, 0.00514, 0.00220], [-3.53304, -0.42811, 0.00705], [-2.20195, 1.20965, 0.02018], [0.43102, -0.07447, 0.80186], [0.80177, -0.20436, -0.78674]]
}

---

{
  "formula": "H2N4O2",
  "method": "the ωB97M-V functional and the def2-TZVPD basis",
  "homo_energy_ev": [-7.00, -10.46],
  "lumo_ev": [0.99, -1.44],
  "gap_ev": [7.99, 9.02],
  "e_above_lowest_ev": 0.000,
  "spin_multiplicity": 3,
  "species": ["N", "N", "N", "N", "O", "O", "H", "H"],
  "positions_angstrom": [[1.21438, -0.13155, -0.06951], [-0.87452, 1.23855, -0.46052], [0.54611, -1.01865, -0.74645], [-1.27105, 1.50228, 0.56929], [-1.61313, 1.71610, 1.68183], [1.69049, -0.49144, 1.00661], [0.39111, -1.95699, -0.34558], [-0.08340, -0.85830, -1.63566]]
}

---

{
  "formula": "H2N5O",
  "method": "the ωB97M-V functional and the def2-TZVPD basis",
  "homo_energy_ev": -15.60,
  "lumo_ev": -5.93,
  "gap_ev": 9.67,
  "e_above_lowest_ev": 0.667,
  "total_charge": 1,
  "spin_multiplicity": 1,
  "species": ["N", "N", "N", "N", "N", "O", "H", "H"],
  "positions_angstrom": [[-0.93128, 0.96157, -1.34429], [-1.58756, 0.37622, -2.01507], [-0.15119, 1.61262, -0.61889], [0.71353, -1.33841, 0.87206], [0.91925, -2.20985, 1.50897], [0.96534, -3.07997, 2.22642], [0.35161, 1.13391, 0.08799], [-0.27970, 2.54392, -0.71721]]
}

---

{
  "formula": "H2N6O",
  "method": "the ωB97M-V functional and the def2-TZVPD basis",
  "homo_energy_ev": -9.05,
  "lumo_ev": 0.26,
  "gap_ev": 9.31,
  "e_above_lowest_ev": 2.487,
  "spin_multiplicity": 1,
  "species": ["N", "N", "N", "N", "N", "N", "O", "H", "H"],
  "positions_angstrom": [[-0.53067, -1.16438, 0.38613], [0.27697, -1.09640, 1.16850], [-0.54801, 0.98246, -1.37564], [0.05233, 0.51840, -2.33253], [1.27931, -1.03887, 1.85895], [-0.64849, 1.64074, -0.47373], [-1.35683, 2.16755, 0.29417], [0.16140, -0.51241, -2.19583], [1.31400, -1.49710, 2.66997]]
}

---

{
  "formula": "H2NO2P",
  "method": "the ωB97M-V functional and the def2-TZVPD basis",
  "homo_energy_ev": -9.85,
  "lumo_ev": -0.62,
  "gap_ev": 9.23,
  "e_above_lowest_ev": 1.970,
  "spin_multiplicity": 1,
  "smiles": "N#P(O)O",
  "species": ["N", "P", "O", "O", "H", "H"],
  "positions_angstrom": [[0.33839, 1.19365, -1.46178], [0.13413, 0.22819, -0.31443], [1.00434, -0.75971, 0.82261], [-1.32285, -0.01701, 0.33900], [1.92751, -1.07334, 0.68579], [-2.08152, 0.42822, -0.07118]]
}

---

{
  "formula": "H2NO3PS",
  "method": "the ωB97M-V functional and the def2-TZVPD basis",
  "homo_energy_ev": 0.88,
  "lumo_ev": 6.42,
  "gap_ev": 5.54,
  "e_above_lowest_ev": 1.827,
  "total_charge": -2,
  "spin_multiplicity": 1,
  "species": ["N", "O", "O", "O", "P", "S", "H", "H"],
  "positions_angstrom": [[-1.51573, -0.10159, -0.89224], [1.72303, -0.22870, 1.46927], [2.16694, 1.60207, -0.18521], [2.19211, -0.74383, -1.11854], [1.88818, 0.16468, 0.04993], [-2.44529, -0.78870, 0.16263], [-0.64877, 0.12232, -0.46196], [-3.36046, -0.02624, 0.97612]]
}

---

{
  "formula": "H2NO3PS",
  "method": "the ωB97M-V functional and the def2-TZVPD basis",
  "homo_energy_ev": -8.84,
  "lumo_ev": -0.05,
  "gap_ev": 8.79,
  "e_above_lowest_ev": 0.219,
  "spin_multiplicity": 1,
  "species": ["N", "O", "O", "O", "P", "S", "H", "H"],
  "positions_angstrom": [[0.25142, -0.85518, 0.96465], [0.62094, -0.84538, -1.68849], [0.86273, 1.35691, -0.37189], [-1.37188, 0.74172, -0.59280], [0.08270, -0.15792, -0.50976], [-0.59115, 2.19170, -0.39311], [0.72278, -1.74214, 1.11795], [-0.57754, -0.68971, 1.47345]]
}

---

{
  "formula": "H2NO3S",
  "method": "the ωB97M-V functional and the def2-TZVPD basis",
  "homo_energy_ev": [-5.31, -2.30],
  "lumo_ev": [3.99, 2.23],
  "gap_ev": [9.30, 4.54],
  "e_above_lowest_ev": 3.692,
  "total_charge": -1,
  "spin_multiplicity": 1,
  "species": ["N", "O", "O", "O", "S", "H", "H"],
  "positions_angstrom": [[-0.73686, -0.54515, 0.04506], [3.60263, -0.08534, 1.40185], [3.96378, -1.22456, -0.71674], [4.31195, 1.28767, -0.53374], [3.75489, 0.04368, -0.03020], [-0.47755, -1.40801, -0.25384], [-0.17424, -0.48096, 0.92360]]
}

---

{
  "formula": "H2NO4P",
  "method": "the ωB97M-V functional and the def2-TZVPD basis",
  "homo_energy_ev": -10.34,
  "lumo_ev": -0.22,
  "gap_ev": 10.12,
  "e_above_lowest_ev": 1.824,
  "spin_multiplicity": 1,
  "species": ["N", "O", "O", "O", "O", "P", "H", "H"],
  "positions_angstrom": [[-2.02594, -0.00202, 0.01606], [-2.45658, -1.10334, 0.17803], [-2.69411, 1.03864, 0.00171], [0.19951, -1.24909, 0.28765], [0.36186, 1.16302, 0.44115], [-0.20397, 0.06521, -0.63157], [-0.53263, -1.68398, 0.86170], [0.27282, 2.05991, 0.42143]]
}

---

{
  "formula": "H2NO5P",
  "method": "the ωB97M-V functional and the def2-TZVPD basis",
  "homo_energy_ev": [0.87, 0.91],
  "lumo_ev": [7.26, 7.26],
  "gap_ev": [6.39, 6.35],
  "e_above_lowest_ev": 1.205,
  "total_charge": -2,
  "spin_multiplicity": 1,
  "species": ["N", "O", "O", "O", "O", "O", "P", "H", "H"],
  "positions_angstrom": [[2.63950, 0.73846, 0.11657], [-1.31430, 1.12865, -0.90961], [-1.21658, -1.37785, -0.95847], [-2.54449, -0.27667, 0.95453], [1.88136, -0.22454, 0.05316], [-0.05021, -0.15128, 0.94994], [-1.31693, -0.04800, 0.10377], [2.60789, 1.08827, 1.19125], [-0.68623, -0.87704, -1.50113]]
}

---

{
  "formula": "H2NPS",
  "method": "the ωB97M-V functional and the def2-TZVPD basis",
  "homo_energy_ev": -7.96,
  "lumo_ev": -1.36,
  "gap_ev": 6.60,
  "e_above_lowest_ev": 3.651,
  "spin_multiplicity": 1,
  "species": ["N", "P", "S", "H", "H"],
  "positions_angstrom": [[0.76128, 0.54362, 0.23586], [-2.25746, -1.28299, -0.65976], [-0.40518, -0.86960, -0.32612], [1.01194, 1.30764, -0.46231], [0.88943, 0.30134, 1.21234]]
}

---

{
  "formula": "H2NPS2",
  "method": "the ωB97M-V functional and the def2-TZVPD basis",
  "homo_energy_ev": [-8.28, -8.25],
  "lumo_ev": [0.03, -1.91],
  "gap_ev": [8.31, 6.34],
  "e_above_lowest_ev": 1.273,
  "spin_multiplicity": 3,
  "species": ["N", "P", "S", "S", "H", "H"],
  "positions_angstrom": [[-0.43542, 0.37991, 0.11960], [-2.54900, 0.38153, 2.18173], [-2.67026, -1.73637, -0.75225], [-1.53501, -0.87315, 0.67803], [-0.34799, 0.22237, -0.83530], [0.43257, 0.34004, 0.52782]]
}